1.
2 unconnected molecules or ions with the total composition C3H2O3S in a non-equilibrium geometry, computed with the ωB97M-V functional and the def2-TZVPD basis.

Structure (XYZ):
```
9
C3H2O3S the ωB97M-V functional and the def2-TZVPD basis
C 0.15 -1.09 -0.45
C 0.12 0.41 0.13
C -0.94 0.84 1.22
H -1.70 -0.68 -0.69
H -0.57 1.50 2.64
O -1.12 -1.52 -0.77
O 1.16 -1.77 -0.61
O -2.30 0.66 0.57
S 1.52 1.20 -0.06
```

LUMO = -0.098 hartree
energy above the lowest of the compared OMol25 structures with the same formula, charge and spin = 6.560 eV
HOMO = -10.021 eV
HOMO-LUMO gap = 0.2698 hartree

2.
C8H15N4OP in the gas phase in a non-equilibrium geometry, computed with the ωB97M-V functional and the def2-TZVPD basis.

Structure (XYZ):
```
29
C8H15N4OP the ωB97M-V functional and the def2-TZVPD basis
C -3.77 -0.92 0.19
N -2.50 -1.13 0.93
N -1.42 -0.76 0.12
C -0.71 -1.85 -0.59
P -0.70 0.74 0.51
O -1.12 1.37 1.76
N -1.14 1.67 -0.87
N -0.72 3.05 -0.85
C 1.34 0.42 0.31
C 2.19 1.15 -0.50
C 3.52 0.77 -0.64
C 3.99 -0.38 0.06
C 3.16 -1.05 0.93
C 1.85 -0.66 1.07
H -4.55 -1.59 0.75
H -4.14 0.14 0.07
H -3.62 -1.41 -0.89
H -2.56 -0.52 1.80
H -1.57 -2.57 -0.52
H -0.32 -1.54 -1.55
H 0.13 -2.05 0.17
H -0.92 1.11 -1.68
H -1.56 3.59 -1.08
H -0.41 3.16 0.06
H 1.80 1.94 -1.25
H 4.10 1.22 -1.37
H 4.93 -0.75 -0.32
H 3.55 -1.88 1.58
H 1.19 -1.25 1.81
```

LUMO = 0.030 hartree
SMILES string = CNN(C)[P@](=O)(NN)c1ccccc1
energy above the lowest of the compared OMol25 structures with the same formula, charge and spin = 0.084 eV
HOMO = -8.452 eV
HOMO-LUMO gap = 0.3408 hartree

3.
A molecular structure, C38H48As2N5O11S4V, computed with the ωB97M-V functional and the def2-TZVPD basis.

Structure (XYZ):
```
109
C38H48As2N5O11S4V the ωB97M-V functional and the def2-TZVPD basis
V -1.18 0.93 1.74
C -2.74 3.37 -1.55
C -1.34 2.77 -1.55
S -1.13 1.17 -0.75
C -2.50 0.22 -1.45
C -3.15 -0.71 -0.44
S -3.35 -0.02 1.22
C -4.76 1.11 1.11
C -4.83 2.15 -0.01
S -3.57 3.45 0.05
H -2.66 4.40 -1.91
H -3.39 2.87 -2.27
H -0.99 2.68 -2.58
H -0.63 3.42 -1.03
H -3.22 0.92 -1.86
H -2.09 -0.37 -2.28
H -4.12 -1.06 -0.81
H -2.53 -1.58 -0.28
H -5.66 0.49 1.06
H -4.77 1.62 2.08
H -4.82 1.68 -0.99
H -5.80 2.63 0.09
N 1.65 -0.89 4.51
C 2.42 -1.42 3.48
C 3.69 -1.98 3.47
C 4.15 -2.45 2.25
C 3.35 -2.36 1.09
C 2.09 -1.80 1.12
C 1.63 -1.30 2.34
N 0.41 -0.70 2.66
C 0.48 -0.50 3.95
C -0.65 0.06 4.67
C -0.99 0.05 5.98
S -2.53 0.76 6.16
C -2.63 1.01 4.48
N -1.58 0.60 3.82
H 1.93 -0.76 5.46
H 4.29 -2.06 4.36
H 5.13 -2.89 2.18
H 3.74 -2.74 0.15
H 1.48 -1.75 0.24
H -0.44 -0.36 6.81
H -3.46 1.52 4.02
C -1.82 -1.81 -6.42
O -0.81 -1.65 -5.40
C 0.46 -1.61 -5.83
O 0.77 -1.65 -6.99
C 1.46 -1.47 -4.72
C 2.55 -2.26 -4.79
As 1.97 -4.06 -5.24
C 3.60 -5.09 -4.91
C 1.27 -4.12 -3.33
C 0.83 -3.11 -2.57
As 0.67 -1.14 -2.95
C 2.10 -0.27 -1.93
C 0.10 -3.34 -1.29
O -0.50 -2.44 -0.72
O 0.17 -4.56 -0.80
C -0.54 -4.79 0.43
C 1.09 -5.58 -3.01
O 0.22 -6.20 -3.54
O 2.00 -6.21 -2.25
C 3.01 -5.51 -1.52
C 3.79 -2.20 -3.96
O 3.96 -2.57 -2.83
O 4.77 -1.76 -4.76
C 6.11 -1.69 -4.23
H -2.05 -0.84 -6.87
H -2.69 -2.21 -5.92
H -1.47 -2.49 -7.20
H 4.21 -5.03 -5.81
H 3.31 -6.13 -4.76
H 4.17 -4.74 -4.05
H 3.06 -0.77 -1.94
H 1.74 -0.14 -0.91
H 2.18 0.72 -2.37
H -0.41 -5.85 0.64
H -1.59 -4.55 0.31
H -0.11 -4.18 1.23
H 3.95 -6.01 -1.72
H 2.77 -5.57 -0.46
H 3.09 -4.46 -1.82
H 6.76 -2.17 -4.96
H 6.17 -2.19 -3.27
H 6.37 -0.64 -4.13
C -1.96 4.77 5.81
C -2.25 5.68 4.62
C -1.62 5.20 3.31
C -2.02 6.18 2.17
C -1.25 6.01 0.86
C -0.11 5.26 3.44
O 0.48 6.20 3.90
N 0.60 4.16 2.97
C 0.00 3.04 2.45
O 0.67 2.06 2.06
N -1.33 2.92 2.35
C -2.17 3.82 2.94
O -3.34 3.56 3.15
H -2.36 5.18 6.73
H -0.88 4.64 5.96
H -2.41 3.78 5.66
H -1.86 6.68 4.82
H -3.32 5.77 4.46
H -1.88 7.19 2.55
H -3.09 6.04 2.00
H -0.20 6.31 0.97
H -1.68 6.64 0.08
H -1.27 4.98 0.51
H 1.61 4.18 3.01
```

⟨S²⟩ = 0.79
LUMO (alpha / beta) = -0.089 / -0.088 hartree
total charge = +1
2S+1 = 2
energy above the lowest of the compared OMol25 structures with the same formula, charge and spin = 0.968 eV
HOMO (alpha / beta) = -9.900 / -9.288 eV
HOMO-LUMO gap (alpha / beta) = 0.2751 / 0.2529 hartree

4.
C3H7N3O2 in the gas phase in a non-equilibrium geometry, computed with the ωB97M-V functional and the def2-TZVPD basis.

Structure (XYZ):
```
15
C3H7N3O2 the ωB97M-V functional and the def2-TZVPD basis
O -2.95 -0.15 0.14
N -1.91 0.69 0.18
C -0.69 0.04 -0.05
N -0.56 -1.21 0.09
C 0.90 -1.54 -0.09
C 1.46 -0.12 0.43
N 0.53 0.78 -0.24
O 0.37 2.20 0.09
H -2.71 -1.13 -0.41
H -2.07 1.65 -0.27
H 1.24 -2.42 0.38
H 1.27 -1.62 -1.25
H 1.37 0.10 1.53
H 2.44 0.11 0.05
H 1.29 2.62 -0.58
```

LUMO = 0.011 hartree
SMILES string = ONC1=NCCN1O
energy above the lowest of the compared OMol25 structures with the same formula, charge and spin = 7.452 eV
HOMO = -8.638 eV
HOMO-LUMO gap = 0.3280 hartree

5.
2 unconnected molecules or ions with the total composition CH4N4 in a non-equilibrium geometry, computed with the ωB97M-V functional and the def2-TZVPD basis.

Structure (XYZ):
```
9
CH4N4 the ωB97M-V functional and the def2-TZVPD basis
C 0.30 0.00 0.08
N -2.81 0.02 -0.06
N -1.75 -0.07 0.06
N 0.67 1.19 0.07
N 0.55 -1.24 0.02
H 0.31 2.06 0.41
H 1.27 1.35 -0.74
H -0.09 -1.91 -0.25
H 1.56 -1.41 0.41
```

LUMO = -0.462 hartree
total charge = +2
energy above the lowest of the compared OMol25 structures with the same formula, charge and spin = 0.800 eV
HOMO = -24.563 eV
HOMO-LUMO gap = 0.4404 hartree

6.
2 unconnected molecules or ions with the total composition C4H12 in a non-equilibrium geometry, computed with the ωB97M-V functional and the def2-TZVPD basis.

Structure (XYZ):
```
16
C4H12 the ωB97M-V functional and the def2-TZVPD basis
C 2.34 0.68 1.31
C 2.60 -0.43 0.28
H 2.99 1.53 1.08
H 1.32 1.03 1.34
H 2.64 0.28 2.29
H 3.52 -0.33 -0.31
H 2.51 -1.45 0.64
H 1.84 -0.29 -0.51
C -2.55 0.56 -0.95
C -2.41 -0.90 -0.58
H -3.53 0.74 -1.44
H -2.53 1.28 -0.14
H -1.88 1.02 -1.68
H -1.36 -1.08 -0.26
H -2.57 -1.55 -1.43
H -2.93 -1.09 0.36
```

⟨S²⟩ = 0.75
LUMO (alpha / beta) = 0.163 / 0.165 hartree
total charge = -1
2S+1 = 2
energy above the lowest of the compared OMol25 structures with the same formula, charge and spin = 0.413 eV
HOMO (alpha / beta) = 1.524 / -7.539 eV
HOMO-LUMO gap (alpha / beta) = 0.1074 / 0.4421 hartree

7.
8 unconnected molecules or ions with the total composition C38H89N11O7 in a non-equilibrium geometry, computed with the ωB97M-V functional and the def2-TZVPD basis.

Structure (XYZ):
```
145
C38H89N11O7 the ωB97M-V functional and the def2-TZVPD basis
N 0.19 -0.20 0.76
O 0.89 -0.05 -0.23
O -0.55 -1.15 0.82
O 0.22 0.61 1.63
C -5.81 0.95 3.55
C -5.55 -0.08 2.46
N -5.74 -1.37 3.00
C -4.77 -2.06 3.73
C -5.35 -3.19 4.34
N -6.64 -3.28 3.86
C -6.88 -2.12 3.14
C -7.48 -4.46 4.04
H -5.76 1.95 3.10
H -4.97 0.97 4.24
H -6.80 0.74 3.95
H -4.55 0.07 2.07
H -6.30 0.07 1.68
H -3.75 -1.75 3.55
H -4.90 -4.07 4.78
H -7.80 -2.00 2.58
H -7.11 -5.31 4.60
H -7.73 -4.78 3.03
H -8.39 -4.05 4.47
C -7.59 2.43 -6.25
C -7.25 1.07 -6.86
N -6.04 0.50 -6.32
C -5.21 -0.37 -7.06
C -4.26 -0.86 -6.11
N -4.55 -0.34 -4.80
C -5.63 0.50 -4.99
C -3.92 -0.52 -3.50
H -6.72 3.06 -6.41
H -7.72 2.20 -5.19
H -8.46 2.95 -6.65
H -7.00 1.24 -7.91
H -8.05 0.33 -6.89
H -5.42 -0.60 -8.09
H -3.38 -1.48 -6.17
H -6.15 1.04 -4.21
H -4.63 -0.25 -2.71
H -3.11 0.19 -3.33
H -3.54 -1.54 -3.38
C 6.64 -0.99 0.62
C 5.89 -0.72 -0.66
N 6.66 -0.83 -1.87
C 7.45 0.20 -2.32
C 8.15 -0.33 -3.49
N 7.60 -1.61 -3.71
C 6.78 -1.92 -2.65
C 7.93 -2.54 -4.79
H 6.00 -0.81 1.48
H 7.50 -0.34 0.75
H 7.03 -2.01 0.62
H 5.25 0.16 -0.73
H 5.14 -1.49 -0.83
H 7.51 1.19 -1.89
H 8.86 0.01 -4.22
H 6.18 -2.80 -2.52
H 8.82 -3.13 -4.54
H 8.13 -2.00 -5.71
H 7.13 -3.24 -5.00
C 2.71 0.55 -6.39
N 2.16 1.98 -6.08
C 0.89 2.00 -5.25
C 3.31 2.59 -5.23
C 2.07 2.82 -7.37
C 1.20 2.25 -8.52
O -0.05 1.92 -8.10
H 3.70 0.58 -6.84
H 2.13 0.04 -7.16
H 2.77 -0.03 -5.47
H 0.30 2.82 -5.65
H 1.13 2.11 -4.19
H 0.32 1.09 -5.48
H 3.47 1.95 -4.36
H 3.01 3.56 -4.85
H 4.22 2.56 -5.83
H 3.10 2.93 -7.72
H 1.59 3.78 -7.17
H 1.62 1.40 -9.07
H 1.05 3.02 -9.28
H -0.64 2.13 -8.83
C 4.20 0.38 7.43
N 3.31 1.10 8.47
C 2.80 0.13 9.55
C 4.15 2.27 9.11
C 2.02 1.73 7.75
C 1.16 0.60 7.09
O 0.30 1.45 6.40
H 5.20 0.12 7.80
H 4.18 0.98 6.52
H 3.78 -0.60 7.22
H 2.29 -0.70 9.06
H 2.10 0.73 10.12
H 3.71 -0.16 10.09
H 5.04 1.92 9.63
H 3.46 2.59 9.90
H 4.37 3.04 8.38
H 2.40 2.49 7.07
H 1.49 2.20 8.58
H 0.55 -0.12 7.62
H 1.78 0.03 6.39
H 0.45 1.18 5.49
C 1.24 -5.64 0.42
N 0.45 -6.97 0.72
C 0.16 -7.70 -0.60
C 1.36 -7.84 1.65
C -0.90 -6.58 1.46
C -2.04 -5.81 0.65
O -2.84 -6.82 0.01
H 1.43 -5.16 1.38
H 0.62 -4.96 -0.15
H 2.20 -5.81 -0.07
H -0.31 -8.67 -0.43
H 1.15 -7.88 -1.02
H -0.42 -7.01 -1.22
H 2.34 -7.93 1.17
H 0.98 -8.86 1.74
H 1.37 -7.34 2.62
H -0.71 -5.94 2.32
H -1.27 -7.51 1.89
H -1.59 -5.09 -0.03
H -2.68 -5.28 1.36
H -3.61 -7.05 0.53
C -1.71 5.51 2.17
N -0.54 6.45 1.99
C -0.92 7.86 2.50
C 0.55 5.96 3.01
C 0.05 6.42 0.59
C 0.17 5.02 -0.13
O 1.37 4.38 0.22
H -1.43 4.50 1.86
H -2.56 5.88 1.60
H -1.97 5.55 3.23
H -1.32 7.72 3.50
H -1.63 8.27 1.78
H -0.03 8.47 2.44
H 1.42 6.59 2.81
H 0.64 4.90 2.76
H 0.35 6.17 4.06
H 1.06 6.83 0.66
H -0.47 7.14 -0.05
H 0.28 5.22 -1.20
H -0.70 4.37 -0.09
H 1.20 3.43 0.13
```

LUMO = -0.365 hartree
total charge = +6
HOMO = -17.343 eV
HOMO-LUMO gap = 0.2725 hartree

8.
2 unconnected molecules or ions with the total composition C33H41N4O in a non-equilibrium geometry, computed with the ωB97M-V functional and the def2-TZVPD basis.

Structure (XYZ):
```
79
C33H41N4O the ωB97M-V functional and the def2-TZVPD basis
C -0.01 2.22 -6.01
C 0.27 1.01 -5.13
C -0.85 0.72 -4.13
N -1.41 1.91 -3.49
C -2.24 1.74 -2.44
C -2.38 0.60 -1.70
C -3.39 0.74 -0.63
C -3.87 2.23 -0.74
C -3.14 2.86 -1.95
C -1.50 3.17 -4.19
C -0.37 3.44 -5.17
H 0.89 2.46 -6.60
H -0.83 1.99 -6.70
H 0.41 0.12 -5.75
H 1.20 1.17 -4.57
H -1.65 0.16 -4.66
H -0.45 0.03 -3.38
H -1.85 -0.32 -1.92
H -4.25 0.07 -0.76
H -2.98 0.55 0.38
H -4.95 2.28 -0.88
H -3.61 2.77 0.17
H -2.60 3.75 -1.61
H -3.87 3.17 -2.71
H -2.47 3.23 -4.72
H -1.50 3.98 -3.44
H 0.50 3.77 -4.60
H -0.69 4.27 -5.80
C 4.33 -1.61 3.90
N 2.97 -1.27 3.55
C 2.20 -0.50 4.37
O 2.55 -0.05 5.46
C 0.85 -0.31 3.68
C 0.54 1.16 3.35
C 0.43 2.01 4.59
C 1.28 3.11 4.75
C 1.26 3.84 5.94
C 0.35 3.49 6.95
C -0.53 2.42 6.77
C -0.50 1.68 5.58
N 1.01 -1.10 2.46
C 0.03 -1.12 1.53
C 0.12 -1.82 0.34
C -0.91 -1.89 -0.60
C -0.83 -2.77 -1.73
C -1.93 -3.04 -2.59
C -1.84 -3.97 -3.62
C -0.64 -4.66 -3.86
C -0.48 -5.56 -4.97
N -0.29 -6.26 -5.89
C 0.46 -4.43 -3.03
C 0.37 -3.50 -2.01
C 2.34 -1.74 2.32
C 3.13 -1.24 1.10
C 2.26 -3.27 2.31
H 4.59 -1.11 4.83
H 4.44 -2.69 4.04
H 5.03 -1.29 3.12
H 0.07 -0.71 4.35
H 1.34 1.55 2.70
H -0.40 1.19 2.79
H 1.98 3.36 3.94
H 1.95 4.67 6.07
H 0.35 4.05 7.89
H -1.25 2.15 7.55
H -1.17 0.83 5.42
H -0.89 -0.60 1.80
H 1.02 -2.42 0.19
H -1.84 -1.39 -0.32
H -2.87 -2.50 -2.43
H -2.71 -4.19 -4.25
H 1.39 -4.98 -3.19
H 1.28 -3.33 -1.41
H 3.30 -0.15 1.18
H 4.10 -1.75 1.09
H 2.62 -1.45 0.16
H 1.88 -3.63 3.28
H 1.60 -3.63 1.52
H 3.26 -3.69 2.14
```

LUMO = -0.188 hartree
total charge = +1
energy above the lowest of the compared OMol25 structures with the same formula, charge and spin = 0.000 eV
HOMO = -9.674 eV
HOMO-LUMO gap = 0.1671 hartree

> What is the formula in the second record?

C8H15N4OP